[1]
Formula: C16H42BNO12P3
Source: OMol25
Level of theory: ωB97M-V/def2-TZVPD

The net charge is +1. As for the spin multiplicity: 1. The gap between HOMO and LUMO comes out at 7.31 eV. The value obtained for the LUMO energy is -4.17 eV. For the strongest force on any atom, the calculation gives 8.04 eV/Å.

Atoms and positions in Å:
P: -4.2920 5.4283 0.6085
P: 6.0788 -3.5640 -2.3259
P: -3.4943 -1.1542 0.7840
O: -4.7376 4.3396 -0.3265
O: -4.2013 6.5363 1.8567
O: 6.4361 -3.0632 -3.6944
O: 0.5256 -0.9740 1.5736
O: -3.5300 6.4516 -0.4151
O: -2.9885 4.6517 1.2726
O: -3.6980 -3.9864 0.5867
O: 5.5437 -3.6859 -0.7399
O: -4.0819 0.0486 1.7438
O: 7.3019 -4.6160 -2.0331
O: 0.9135 -2.5541 0.1029
O: 4.8791 -4.6128 -2.7541
N: -4.6099 -3.1187 2.7050
C: 4.3091 -4.5557 -4.0626
C: -2.0494 2.9377 -0.1754
C: 1.0203 -3.4015 2.2726
C: 8.5801 -4.0805 -1.6879
C: -5.3028 5.1058 3.5300
C: 5.0708 -5.4250 -5.0480
C: 4.8730 -2.5254 -0.2172
C: -0.8511 -0.7336 1.7350
C: -4.3328 7.2824 -1.2592
C: -1.6883 -0.9738 0.4354
C: 3.6393 -2.1556 -1.0210
C: -5.2486 6.4585 2.8458
C: -2.8287 3.2547 1.0878
C: -5.0937 8.3380 -0.4759
C: 0.8038 -2.2989 1.2391
C: 8.5791 -3.4146 -0.3222
B: -3.9762 -2.9198 1.4322
H: -1.4160 -1.8744 -0.1421
H: -0.9532 0.3369 1.9831
H: 3.8998 -1.8843 -2.0502
H: -1.6195 -0.0582 -0.1782
H: -6.2071 6.6795 2.3684
H: 9.5897 -3.1160 -0.0379
H: -5.5359 4.3060 2.8168
H: -2.2767 2.8765 1.9541
H: 2.9470 -2.9932 -1.0747
H: 8.8999 -3.3741 -2.4592
H: -2.3837 3.5170 -1.0351
H: 2.0934 -3.6637 2.2285
H: 3.2821 -4.9197 -3.9785
H: 8.1809 -4.0870 0.4375
H: 6.1494 -5.2962 -4.9620
H: 3.1307 -1.3026 -0.5704
H: 7.9560 -2.5147 -0.3230
H: -4.3419 4.8631 3.9848
H: 4.8652 -6.4796 -4.8617
H: -5.8513 7.8810 0.1687
H: 0.4817 -4.3002 1.9342
H: -0.9926 3.1706 -0.0396
H: 5.5751 -1.6867 -0.1948
H: -4.1427 -1.0131 -0.4758
H: -6.0731 5.0990 4.3020
H: 0.7788 -3.1198 3.3067
H: -2.1471 1.8770 -0.4228
H: -5.0559 7.2409 3.5789
H: -5.0230 6.6590 -1.8345
H: 4.2414 -3.5223 -4.4056
H: -5.0455 -0.1037 1.7552
H: -4.8110 -4.1232 2.7393
H: -3.7987 2.7545 1.1034
H: -1.3014 -1.2658 2.6033
H: -4.4205 8.9073 0.1644
H: 9.2814 -4.9143 -1.6844
H: -5.5356 -2.6816 2.6942
H: -5.6063 9.0245 -1.1517
H: 4.5955 -2.7520 0.8134
H: 4.7779 -5.1860 -6.0718
H: -4.0809 -3.7478 -0.2760
H: -3.6555 7.7683 -1.9602

Atomic partial charges in e from the Mulliken method, atoms 1 to 2:
1 P 1.129
2 P 1.134

=====

[2]
Formula: C18H52O9S7
Source: OMol25
Level of theory: ωB97M-V/def2-TZVPD

The net charge is -2. As for the spin multiplicity: 1. The gap between HOMO and LUMO comes out at 4.02 eV. The value obtained for the LUMO energy is 3.11 eV. For the strongest force on any atom, the calculation gives 2.25 eV/Å.

Atoms and positions in Å:
S: -1.8355 4.2117 0.2677
S: -0.2651 1.5118 3.4286
S: 2.3886 -4.6437 3.2912
S: 2.8950 2.5292 -2.2453
S: -1.1952 -5.5754 -1.2764
S: 5.3230 0.6299 1.0965
S: -1.6650 -0.4082 -5.1140
O: 2.4185 -1.6974 -1.2344
O: -0.6001 2.8081 2.7277
O: -2.5419 5.3981 -0.3627
O: -1.5208 -6.6081 -0.2120
O: 2.1910 2.8263 -3.5431
O: 5.4061 0.3395 -0.3754
O: -6.4161 -1.1301 -0.0296
O: 2.8222 -5.8195 2.4715
O: -2.8218 -0.3364 -6.0749
C: -2.4736 -0.0673 -3.4898
C: 0.1205 -0.7680 -1.1610
C: -5.1056 -1.2704 -0.4096
C: 1.8925 3.2452 -0.9044
C: 1.5552 -0.8676 -0.6355
C: -1.2261 1.5758 4.9586
C: -1.6374 3.0355 -1.0867
C: -4.1984 -0.1285 0.0109
C: -3.1687 3.3280 1.1775
C: -0.8356 1.2062 -5.1742
C: 3.6736 1.2073 1.5911
C: -2.4283 -4.2871 -0.9518
C: 2.4839 -3.0998 2.2823
C: 0.2233 -4.6282 -0.6702
C: 6.2645 2.1396 1.3220
C: -1.2754 0.1714 2.6571
C: 0.5846 -4.7021 3.4029
C: 4.2557 3.7403 -2.2480
H: 2.5796 3.7580 -0.2233
H: 0.2671 -5.6544 3.8407
H: -0.3238 1.3480 -6.1237
H: 1.1377 -5.1157 -1.0183
H: 3.0852 1.4194 0.6997
H: -5.0480 -1.3344 -1.5247
H: 3.0984 0.5242 2.2154
H: -1.7804 0.2181 -2.6946
H: 1.5278 -1.0248 0.4802
H: 6.0768 2.9133 0.5818
H: -0.5285 -1.6285 -0.9836
H: -1.2261 3.5811 -1.9325
H: -2.6400 2.6718 -1.3193
H: 1.8620 0.2132 -0.6726
H: 0.1330 -3.9849 4.0950
H: -2.2213 1.9546 4.7082
H: -0.3645 0.1344 -0.7548
H: -0.8469 -0.3021 1.7765
H: -2.4271 -4.1280 0.1229
H: 0.0114 -4.6598 2.4748
H: -2.9295 2.3525 1.5881
H: 1.1231 3.9860 -1.1140
H: -3.9432 -0.1663 1.0735
H: -1.3842 0.5636 5.3357
H: 0.3503 -3.6018 -1.0276
H: 5.0497 3.2910 -2.8405
H: -3.4080 -4.6586 -1.2558
H: 4.6343 4.0362 -1.2678
H: -2.3229 0.4509 2.5450
H: -3.2253 -0.2222 -0.5059
H: -2.2798 -3.3901 -1.5532
H: -1.0150 2.1754 -0.8466
H: 0.1574 -0.5090 -2.2250
H: 1.9786 -3.2396 1.3259
H: -2.8251 -0.9919 -3.0205
H: 2.0800 -2.2564 2.8419
H: 0.3127 -4.6094 0.4154
H: -1.3788 -0.6542 3.3749
H: -1.4672 2.0731 -4.9626
H: -3.5025 3.9434 2.0115
H: -4.6492 0.7855 -0.3819
H: 1.4534 2.4429 -0.3115
H: 3.5276 -2.8745 2.0647
H: -0.8470 2.2263 5.7423
H: 3.9219 4.6720 -2.7091
H: -4.0049 3.2186 0.4853
H: 6.0285 2.5444 2.3143
H: -4.7259 -2.2557 -0.0503
H: 7.3095 1.8564 1.4351
H: -0.1021 1.3018 -4.3638
H: -3.3079 0.6248 -3.5514
H: 3.7316 2.1155 2.1993

Atomic partial charges in e from the Mulliken method, atoms 1 to 2:
1 S 0.635
2 S 0.565

=====

[3]
Formula: C23H30N3O7Ti
Source: OMol25
Level of theory: ωB97M-V/def2-TZVPD

The net charge is +1. As for the spin multiplicity: 1. The gap between HOMO and LUMO (alpha / beta) comes out at 6.82 / 6.82 eV. The value obtained for the LUMO energy (alpha / beta) is -3.72 / -3.72 eV. For the strongest force on any atom, the calculation gives 1.40 eV/Å.

Atoms and positions in Å:
Ti: -0.3018 -0.3271 -0.0842
O: 2.0333 2.1400 -1.6538
O: 1.6609 0.6602 0.8601
O: -2.1915 -0.5975 0.2443
O: -0.6426 2.0665 1.5945
O: 2.0832 -0.4398 -2.9278
O: -0.4669 -0.9666 -2.0437
O: -4.3495 0.8216 -0.3638
N: -1.7821 -0.7903 2.4799
N: -0.5856 -1.0552 1.9070
N: 1.2946 -1.9226 0.3337
C: 3.0125 2.0593 -0.6375
C: 2.5162 1.9694 -2.9734
C: -2.6031 -0.5339 1.4788
C: -4.8373 0.4347 0.8443
C: -0.0043 -1.4957 -3.2892
C: 2.4238 -2.9916 2.1626
C: 0.3289 -1.7128 2.5042
C: -0.7391 1.7603 0.2084
C: -6.1582 0.7083 1.1873
C: 2.1695 -2.4866 -0.4945
C: -0.9235 0.3791 -1.9472
C: -5.8325 -0.2752 3.3571
C: 3.3400 -3.5536 1.2858
C: 1.4099 -2.1948 1.6588
C: -4.0036 -0.2123 1.7681
C: 1.6267 1.4407 2.0721
C: 1.0803 -0.6403 -3.9043
C: 3.0292 0.5648 -3.2581
C: -4.5231 -0.5466 3.0235
C: -6.6521 0.3547 2.4277
C: 3.2027 -3.3090 -0.0670
C: 0.6114 2.5581 1.9741
C: 2.8885 0.7581 0.1300
H: -0.0815 2.4085 -0.3779
H: 0.6675 0.3111 -4.2497
H: -6.2163 -0.5509 4.3289
H: 3.8784 -3.7395 -0.7917
H: 2.8740 2.9124 0.0316
H: -7.6826 0.5757 2.6715
H: 3.7285 0.6434 0.8231
H: 2.8972 -0.0745 -0.5686
H: 3.3185 2.6852 -3.1897
H: 3.3221 0.4948 -4.3116
H: -6.7963 1.2105 0.4688
H: 1.3483 0.7592 2.8779
H: 1.4861 -1.1653 -4.7771
H: 4.0253 2.1317 -1.0489
H: 0.2424 -2.0207 3.5424
H: -0.8519 -1.5583 -3.9751
H: -3.8663 -1.0360 3.7285
H: -1.9892 0.4645 -2.1361
H: 4.1366 -4.1843 1.6568
H: 1.6760 2.2153 -3.6235
H: 3.9171 0.3511 -2.6600
H: 0.9463 3.3298 1.2687
H: 2.6240 1.8348 2.2779
H: 2.4750 -3.1854 3.2252
H: -0.2860 1.0831 -2.4751
H: -1.7783 1.9220 -0.0710
H: 2.0617 -2.2401 -1.5422
H: 0.5057 3.0174 2.9591
H: 0.3511 -2.5044 -3.0801
H: -5.0482 1.2841 -0.8398

Atomic partial charges in e from the Mulliken method, atoms 1 to 2:
1 Ti 0.227
2 O -0.261

=====

[4]
Formula: C2H5N3O4
Source: OMol25
Level of theory: ωB97M-V/def2-TZVPD

As for the spin multiplicity: 1. The gap between HOMO and LUMO comes out at 10.87 eV. The value obtained for the LUMO energy is 0.29 eV. For the strongest force on any atom, the calculation gives 3.43 eV/Å.

Atoms and positions in Å:
O: 0.4587 -2.3534 -0.1359
O: 2.2021 -1.1142 0.0999
O: 1.4959 1.6532 -0.7519
O: -2.0855 0.9195 0.1054
N: 0.9894 -1.2262 -0.0221
N: -1.9390 -1.3866 -0.3329
N: 0.2184 -0.1381 0.0712
C: 0.8157 1.1763 0.3397
C: -1.6706 -0.1671 -0.0345
H: -1.0830 -1.9744 -0.1504
H: 1.4522 1.2106 1.2020
H: 2.3085 1.0381 -0.7580
H: -2.5836 -1.7209 -1.0574
H: -0.0986 1.9696 0.5103

Atomic partial charges in e from the Mulliken method, atoms 1 to 2:
1 O -0.778
2 O -0.665